Entry 1:
Formula: C12H19N2O11
Source: OMol25
Level of theory: ωB97M-V/def2-TZVPD

Values from the calculation:
- Largest force on an atom: 2.63 eV/A
- 2S+1: 1
- M: 367.3 u
- Charge: -1
- Frontier orbital gap: 8.691 eV
- LUMO level: 2.80 eV

Last column: Mulliken charge in e.
Cartesian coordinates (Å):
O: -1.411 -3.251 -3.542  -0.65
O: -0.861 2.291 3.977  -0.57
O: 3.767 1.609 -0.137  -0.68
O: -0.040 0.359 1.030  -0.87
O: 0.230 -0.027 -3.638  -0.74
O: -1.029 -1.630 1.070  -0.77
O: 0.603 3.353 5.329  -0.47
O: 2.959 -0.224 0.926  -0.44
O: 1.104 0.321 3.315  -0.58
O: 4.445 2.927 2.061  -0.64
O: 1.217 2.647 1.528  -0.67
C: -1.959 -3.164 -2.452  0.66
C: 0.286 2.465 4.355  0.14
C: 3.388 1.056 0.889  0.67
C: -0.378 -0.731 0.497  0.32
C: -0.911 -0.345 -3.314  0.17
N: -1.880 -0.204 -4.227  -0.11
N: -2.047 -2.052 -1.727  0.05
C: -2.620 -4.381 -1.852  -1.28
C: -3.317 -0.409 -4.053  -0.76
C: 1.451 1.652 3.755  0.08
C: 3.484 1.855 2.204  -0.31
C: 2.123 2.465 2.633  -0.35
C: 0.005 -0.942 -0.967  -0.69
C: -1.232 -0.833 -1.878  -0.13
H: -0.251 3.738 5.575  0.34
H: 2.844 -0.490 0.001  0.38
H: 0.512 0.320 2.503  0.57
H: 4.386 3.242 1.135  0.37
H: 0.744 1.796 1.292  0.65
H: -1.547 0.082 -5.133  0.26
H: -2.445 -2.161 -0.803  0.30
H: -2.205 -4.550 -0.860  0.34
H: -3.691 -4.208 -1.781  0.29
H: -2.418 -5.241 -2.488  0.37
H: -3.861 0.097 -4.850  0.34
H: -3.643 -0.009 -3.091  0.25
H: -3.540 -1.477 -4.094  0.19
H: 2.175 1.538 4.566  0.66
H: 3.834 1.170 2.982  0.48
H: 2.337 3.456 3.047  0.60
H: 0.483 -1.915 -1.096  0.36
H: 0.734 -0.174 -1.229  0.43
H: -1.827 -0.021 -1.461  0.43

=====

Entry 2:
Formula: C12H19O5STeTi
Source: OMol25
Level of theory: ωB97M-V/def2-TZVPD

Values from the calculation:
- Energy relative to the best compared isomer or geometry (same formula, charge and spin): 0.1935 eV
- Largest force on an atom: 0.37 eV/A
- 2S+1: 1
- M: 450.8 u
- Charge: +1
- Frontier orbital gap: 7.646 eV
- LUMO level: -3.39 eV

Last column: Mulliken charge in e.
Cartesian coordinates (Å):
Ti: 0.362 0.290 1.478  0.94
C: 1.374 -2.550 -0.793  -0.47
C: 1.142 -2.638 0.701  -0.52
O: 1.352 0.723 2.910  -0.59
C: 2.257 1.794 3.053  -0.36
C: 2.757 2.109 1.660  -0.53
O: 1.567 1.995 0.847  -0.36
C: 1.693 2.291 -0.548  -0.61
C: 0.291 2.115 -1.067  -0.48
O: -0.179 0.841 -0.588  0.42
C: -0.832 0.001 -1.596  0.29
C: 0.118 -1.013 -2.197  -0.66
O: 0.159 -2.154 -1.385  -0.31
H: 1.690 -3.521 -1.183  0.39
H: 2.168 -1.821 -1.000  0.26
H: 2.044 -2.942 1.234  0.39
H: 0.333 -3.337 0.918  0.31
H: 3.086 1.506 3.702  0.32
H: 1.747 2.652 3.494  0.36
H: 3.485 1.374 1.309  0.29
H: 3.177 3.112 1.570  0.37
H: 2.391 1.586 -1.009  0.27
H: 2.054 3.311 -0.683  0.40
H: 0.247 2.151 -2.152  0.48
H: -0.362 2.886 -0.652  0.35
H: -1.245 0.665 -2.354  0.53
H: -1.650 -0.507 -1.095  -0.71
H: 1.116 -0.577 -2.330  0.33
H: -0.255 -1.293 -3.186  0.43
O: 0.737 -1.361 1.148  -0.47
Te: -2.032 0.438 2.582  0.06
C: -3.004 -0.503 0.987  -0.08
C: -3.811 0.072 0.046  -0.32
C: -4.284 -0.865 -0.914  -0.44
C: -3.816 -2.126 -0.687  -0.43
S: -2.849 -2.190 0.719  -0.15
H: -4.055 1.124 0.038  0.46
H: -4.948 -0.614 -1.729  0.41
H: -4.027 -3.022 -1.249  0.43

=====

Entry 3:
Formula: C12H20BN
Source: OMol25
Level of theory: ωB97M-V/def2-TZVPD

Values from the calculation:
- Energy relative to the best compared isomer or geometry (same formula, charge and spin): 1.9530 eV
- Largest force on an atom: 4.51 eV/A
- 2S+1: 1
- M: 189.1 u
- Frontier orbital gap: 9.399 eV
- LUMO level: 0.81 eV

Last column: Mulliken charge in e.
Cartesian coordinates (Å):
B: -0.024 0.699 0.314  0.16
C: -4.401 0.427 -0.180  -0.45
C: -3.581 1.048 -1.116  -0.54
C: -3.750 -0.204 0.910  -0.65
C: -2.200 0.922 -1.054  -0.42
C: -2.411 -0.016 1.153  -0.81
C: -1.598 0.453 0.109  0.68
C: -0.098 -1.803 -1.342  -1.71
C: 1.142 -2.414 0.657  -1.28
C: 2.616 1.225 1.604  -1.20
C: 2.699 1.642 -0.868  -1.35
C: 1.079 -1.406 -0.442  0.49
C: 2.393 0.623 0.236  0.24
N: 1.151 0.045 -0.023  0.25
H: 0.172 2.135 0.807  -0.14
H: -5.438 0.470 -0.265  0.46
H: -4.065 1.648 -1.843  0.38
H: -4.389 -0.669 1.534  0.51
H: -1.523 1.445 -1.746  0.31
H: -2.017 -0.453 1.992  0.42
H: -0.259 -1.114 -2.119  0.42
H: 0.306 -2.736 -1.841  0.45
H: -1.011 -1.996 -0.810  0.38
H: 1.606 -3.353 0.243  0.35
H: 0.117 -2.726 1.113  0.27
H: 1.685 -2.043 1.563  0.33
H: 2.485 2.398 1.567  0.28
H: 1.980 0.753 2.336  0.31
H: 3.788 1.102 1.694  0.36
H: 3.645 2.096 -0.616  0.48
H: 1.897 2.433 -0.880  0.25
H: 2.720 1.003 -1.851  0.27
H: 2.042 -1.549 -0.950  0.31
H: 3.240 -0.084 0.114  0.20

=====

Entry 4:
Formula: C12H20ClNO2P2
Source: OMol25
Level of theory: ωB97M-V/def2-TZVPD

Values from the calculation:
- Largest force on an atom: 4.97 eV/A
- 2S+1: 1
- M: 307.7 u
- Frontier orbital gap: 8.134 eV
- LUMO level: 0.32 eV
- SMILES: CCOCP(CC(=O)Cl)#P(C)C.c1ccncc1

Last column: Mulliken charge in e.
Cartesian coordinates (Å):
C: -0.042 2.616 2.502  -0.73
C: 0.880 3.586 1.605  -0.33
O: 1.123 3.027 0.293  -0.28
C: 2.519 2.737 0.060  -0.35
P: 2.824 1.182 -1.020  -0.11
C: 3.813 -0.126 -0.009  -0.64
C: 3.642 0.043 1.567  0.40
O: 2.720 -0.562 2.154  -0.46
Cl: 4.773 1.080 2.608  -0.20
P: 0.984 0.154 -1.532  0.28
C: 0.284 0.688 -3.202  -0.98
C: -0.305 0.185 -0.145  -0.68
H: -1.060 2.448 1.999  0.22
H: 0.501 1.601 2.576  0.11
H: -0.179 3.093 3.538  0.36
H: 1.813 3.814 2.215  0.30
H: 0.301 4.571 1.439  0.26
H: 3.168 2.697 0.996  0.17
H: 2.930 3.617 -0.570  0.33
H: 3.403 -1.171 -0.262  0.35
H: 4.920 -0.156 -0.333  0.41
H: 1.150 1.107 -3.814  0.33
H: -0.535 1.472 -3.000  0.27
H: -0.200 -0.155 -3.799  0.32
H: 0.218 0.126 0.880  0.03
H: -0.820 1.220 -0.183  0.25
H: -1.151 -0.588 -0.262  0.34
N: -2.409 -3.454 -1.818  -0.54
C: -3.706 -3.765 -1.974  -0.17
C: -4.621 -3.801 -0.934  -0.36
C: -4.174 -3.504 0.345  -0.22
C: -2.838 -3.181 0.535  -0.32
C: -2.003 -3.169 -0.571  -0.47
H: -4.007 -3.993 -2.991  0.36
H: -5.657 -4.056 -1.120  0.35
H: -4.859 -3.523 1.185  0.36
H: -2.454 -2.944 1.519  0.37
H: -0.951 -2.919 -0.473  0.64

=====

Repeat the first record exactly.
Formula: C12H19N2O11
Source: OMol25
Level of theory: ωB97M-V/def2-TZVPD

Values from the calculation:
- Largest force on an atom: 2.63 eV/A
- 2S+1: 1
- M: 367.3 u
- Charge: -1
- Frontier orbital gap: 8.691 eV
- LUMO level: 2.80 eV

Last column: Mulliken charge in e.
Cartesian coordinates (Å):
O: -1.411 -3.251 -3.542  -0.65
O: -0.861 2.291 3.977  -0.57
O: 3.767 1.609 -0.137  -0.68
O: -0.040 0.359 1.030  -0.87
O: 0.230 -0.027 -3.638  -0.74
O: -1.029 -1.630 1.070  -0.77
O: 0.603 3.353 5.329  -0.47
O: 2.959 -0.224 0.926  -0.44
O: 1.104 0.321 3.315  -0.58
O: 4.445 2.927 2.061  -0.64
O: 1.217 2.647 1.528  -0.67
C: -1.959 -3.164 -2.452  0.66
C: 0.286 2.465 4.355  0.14
C: 3.388 1.056 0.889  0.67
C: -0.378 -0.731 0.497  0.32
C: -0.911 -0.345 -3.314  0.17
N: -1.880 -0.204 -4.227  -0.11
N: -2.047 -2.052 -1.727  0.05
C: -2.620 -4.381 -1.852  -1.28
C: -3.317 -0.409 -4.053  -0.76
C: 1.451 1.652 3.755  0.08
C: 3.484 1.855 2.204  -0.31
C: 2.123 2.465 2.633  -0.35
C: 0.005 -0.942 -0.967  -0.69
C: -1.232 -0.833 -1.878  -0.13
H: -0.251 3.738 5.575  0.34
H: 2.844 -0.490 0.001  0.38
H: 0.512 0.320 2.503  0.57
H: 4.386 3.242 1.135  0.37
H: 0.744 1.796 1.292  0.65
H: -1.547 0.082 -5.133  0.26
H: -2.445 -2.161 -0.803  0.30
H: -2.205 -4.550 -0.860  0.34
H: -3.691 -4.208 -1.781  0.29
H: -2.418 -5.241 -2.488  0.37
H: -3.861 0.097 -4.850  0.34
H: -3.643 -0.009 -3.091  0.25
H: -3.540 -1.477 -4.094  0.19
H: 2.175 1.538 4.566  0.66
H: 3.834 1.170 2.982  0.48
H: 2.337 3.456 3.047  0.60
H: 0.483 -1.915 -1.096  0.36
H: 0.734 -0.174 -1.229  0.43
H: -1.827 -0.021 -1.461  0.43

=====

- What is the frontier orbital gap in the second record?
  7.646 eV